{"formula": "C52H101N3O20S10", "method": "the ωB97M-V functional and the def2-TZVPD basis", "species": ["C", "C", "C", "S", "O", "O", "C", "H", "H", "H", "H", "H", "H", "H", "H", "C", "C", "C", "S", "O", "O", "C", "H", "H", "H", "H", "H", "H", "H", "H", "C", "C", "C", "S", "O", "O", "C", "H", "H", "H", "H", "H", "H", "H", "H", "C", "C", "C", "S", "O", "O", "C", "H", "H", "H", "H", "H", "H", "H", "H", "C", "C", "C", "S", "O", "O", "C", "H", "H", "H", "H", "H", "H", "H", "H", "C", "C", "C", "S", "O", "O", "C", "H", "H", "H", "H", "H", "H", "H", "H", "C", "C", "C", "S", "O", "O", "C", "H", "H", "H", "H", "H", "H", "H", "H", "C", "C", "C", "S", "O", "O", "C", "H", "H", "H", "H", "H", "H", "H", "H", "C", "C", "C", "S", "O", "O", "C", "H", "H", "H", "H", "H", "H", "H", "H", "C", "C", "C", "S", "O", "O", "C", "H", "H", "H", "H", "H", "H", "H", "H", "C", "C", "C", "C", "N", "H", "H", "H", "H", "H", "H", "H", "C", "C", "C", "C", "N", "H", "H", "H", "H", "H", "H", "H", "C", "C", "C", "C", "N", "H", "H", "H", "H", "H", "H", "H"], "xyz": [[1.17905, -4.03129, 4.18786], [1.76203, -2.78242, 3.50333], [1.22094, -2.78088, 2.00008], [0.96678, -4.52370, 1.63145], [1.90770, -4.95517, 0.64470], [-0.42987, -4.85279, 1.41119], [1.38343, -5.16917, 3.23729], [0.16546, -3.91701, 4.44745], [1.74677, -4.30178, 5.14137], [2.80730, -2.79740, 3.48152], [1.44695, -1.85609, 4.06558], [1.91336, -2.52152, 1.17997], [0.33626, -2.12513, 1.85991], [2.43114, -5.46830, 3.16281], [0.66812, -6.04202, 3.32196], [0.25473, 1.66109, -5.66369], [-1.01037, 2.50712, -5.79358], [-2.19878, 1.64477, -5.43538], [-1.84275, -0.02972, -6.11042], [-2.24191, -0.11245, -7.49929], [-2.17921, -1.07200, -5.17875], [-0.04623, 0.13590, -6.06286], [0.47081, 1.62673, -4.57726], [1.06971, 2.11769, -6.17427], [-1.09433, 2.84216, -6.81720], [-0.88851, 3.32217, -5.09947], [-3.15861, 2.07787, -5.83516], [-2.21611, 1.48859, -4.34176], [0.26279, -0.09864, -7.11637], [0.32458, -0.65705, -5.31059], [-3.12180, -0.01867, 6.53516], [-2.27067, -1.22264, 6.77694], [-0.82546, -0.83012, 6.54467], [-0.92946, 0.03973, 4.95218], [-0.98897, -0.95932, 3.88711], [0.01438, 1.07668, 4.81162], [-2.56964, 0.71500, 5.22883], [-2.94257, 0.67035, 7.30081], [-4.17435, -0.18999, 6.43336], [-2.57795, -2.06901, 6.07413], [-2.41079, -1.67986, 7.76245], [-0.10528, -1.67575, 6.48887], [-0.34643, -0.21920, 7.28291], [-3.06673, 0.51573, 4.29290], [-2.40424, 1.79311, 5.39576], [-4.14451, -3.37121, 1.60983], [-4.34985, -4.90082, 1.72950], [-4.64272, -5.09380, 3.18373], [-3.45095, -4.09307, 4.03888], [-2.30300, -4.93215, 4.46390], [-4.10980, -3.29996, 5.04333], [-3.03998, -3.03692, 2.61644], [-5.09382, -2.92076, 1.91237], [-3.78281, -2.94815, 0.69895], [-3.40023, -5.40083, 1.45397], [-5.16627, -5.27601, 1.13230], [-4.54823, -6.06844, 3.56987], [-5.61184, -4.68479, 3.46621], [-2.01830, -3.21329, 2.28319], [-3.06112, -1.97799, 2.95734], [4.81866, -3.32217, -2.28124], [5.16437, -3.12988, -3.75945], [4.18625, -2.16361, -4.36696], [2.62203, -2.32133, -3.43169], [1.72696, -3.07197, -4.19768], [2.28601, -0.99102, -3.04117], [3.25480, -3.41450, -2.14144], [5.09584, -2.37631, -1.74987], [5.34538, -4.16473, -1.81429], [5.17897, -4.09724, -4.29188], [6.13195, -2.66980, -3.72390], [3.89335, -2.37543, -5.37699], [4.51793, -1.16533, -4.20971], [2.78796, -4.38683, -2.28553], [2.86774, -3.03872, -1.24125], [-4.97147, 4.76268, 0.76974], [-5.86993, 3.48890, 0.85239], [-5.04947, 2.33360, 1.32893], [-4.10807, 3.06236, 2.68944], [-2.80987, 2.41481, 2.70571], [-4.92841, 3.05568, 3.85931], [-3.98047, 4.63361, 1.97028], [-5.52525, 5.71289, 0.75262], [-4.38811, 4.66974, -0.11455], [-6.31032, 3.23081, -0.12006], [-6.76628, 3.60729, 1.51434], [-4.29408, 2.04752, 0.52354], [-5.53265, 1.43866, 1.75318], [-2.96111, 4.92423, 1.62966], [-4.24119, 5.35508, 2.72764], [3.20665, 0.33770, 4.44665], [2.97987, 0.61192, 2.92317], [4.41335, 0.42989, 2.32940], [5.54952, 1.01733, 3.56376], [6.01203, 2.30715, 3.12175], [6.45721, -0.04223, 3.92090], [4.36440, 1.25942, 4.91227], [3.49141, -0.67194, 4.66615], [2.35694, 0.58740, 5.12381], [2.58809, 1.62539, 2.76635], [2.25057, -0.07172, 2.54191], [4.55647, 0.97523, 1.43486], [4.60722, -0.65135, 2.10989], [4.18246, 2.34029, 5.09036], [4.77637, 0.91785, 5.85531], [-1.48803, 0.95971, -0.01392], [-0.89349, 0.40574, -1.22118], [0.34449, 1.17629, -1.49093], [1.16034, 1.11861, 0.05533], [2.07332, 2.24948, 0.24142], [1.79094, -0.18347, 0.19287], [-0.38618, 1.21413, 1.07722], [-2.31369, 0.33658, 0.30466], [-2.02441, 1.81526, -0.30597], [-1.60798, 0.40468, -2.06776], [-0.57872, -0.62545, -1.07108], [0.13608, 2.23302, -1.68491], [1.03862, 0.79740, -2.20413], [-0.54789, 2.16789, 1.55256], [-0.39089, 0.43015, 1.85785], [-0.63337, -5.73379, -3.87221], [-0.16612, -6.36555, -2.61007], [-1.23480, -5.85982, -1.63591], [-1.49574, -4.13477, -1.95641], [-0.58483, -3.35298, -1.19102], [-2.94455, -3.80329, -1.79960], [-1.00917, -4.19140, -3.59547], [-1.60826, -6.16183, -4.18486], [0.08978, -5.82114, -4.63561], [0.91354, -6.22339, -2.44533], [-0.26613, -7.47134, -2.71240], [-1.09370, -6.03743, -0.55526], [-2.19209, -6.29269, -1.91089], [-0.10182, -3.60486, -3.71052], [-1.77582, -3.89405, -4.32298], [5.69275, 1.34710, -0.86552], [6.62092, 2.01268, -1.98035], [5.78997, 2.81842, -2.92058], [4.34740, 1.71944, -3.18328], [4.60317, 0.92460, -4.38718], [3.13275, 2.49632, -3.11729], [4.60867, 0.72850, -1.71755], [5.33203, 2.15872, -0.18372], [6.13774, 0.62288, -0.23731], [7.06276, 1.22219, -2.60271], [7.47539, 2.55351, -1.62107], [6.33562, 3.02789, -3.86169], [5.31839, 3.68475, -2.42474], [5.04341, -0.12442, -2.29922], [3.61242, 0.38759, -1.34259], [1.36839, 5.56913, -3.61790], [1.31341, 6.34657, -2.28555], [1.17796, 5.35531, -1.09663], [-0.04148, 4.56107, -1.16490], [-1.04924, 4.04898, -1.33066], [1.25869, 6.24486, -4.43677], [0.52904, 4.83926, -3.77876], [2.30566, 4.96254, -3.67725], [0.50683, 7.08181, -2.23646], [2.27622, 6.87345, -2.15738], [1.25793, 5.86903, -0.15553], [2.01704, 4.65474, -1.13667], [0.58947, 5.03501, 2.75859], [1.91894, 4.98797, 3.56482], [3.10373, 4.97268, 2.66746], [3.01149, 6.08017, 1.74790], [3.04054, 6.91524, 0.97690], [0.38152, 6.07738, 2.52846], [-0.17082, 4.67183, 3.48658], [0.52081, 4.38176, 1.84378], [2.01471, 4.03189, 4.17069], [2.00088, 5.84619, 4.22060], [3.16564, 4.08423, 2.01590], [4.09936, 4.98373, 3.14738], [-7.02053, -0.55449, -3.95791], [-5.56046, -0.80164, -4.42008], [-4.56308, -0.83864, -3.27227], [-4.65321, 0.24161, -2.30340], [-4.50964, 1.14654, -1.60170], [-7.11298, 0.51557, -3.71156], [-7.24748, -1.19471, -3.04880], [-7.78089, -0.87665, -4.66924], [-5.27827, -0.00825, -5.09538], [-5.48329, -1.73684, -4.96627], [-3.54280, -0.79592, -3.53690], [-4.66879, -1.78199, -2.73338]], "homo_lumo_gap_ev": 10.3, "charge": 0, "multiplicity": 1, "energy_ha": -7692.7325, "molar_mass_g_mol": 1409.05, "e_above_lowest_kcal_mol": 0.0}